The molecule C2H5PS at a distorted geometry. Source: the Open Molecules 2025 dataset; level of theory: ωB97M-V/def2-TZVPD.

The spin multiplicity is 1. As for the SMILES: P[C@@H]1CS1. Its total energy is -22277.147 eV. The strongest force on any atom is 2.99 eV/A. Its energy above the lowest of the compared OMol25 structures with the same formula, charge and spin is 0.757 eV. The value obtained for the HOMO-LUMO gap is 9.93 eV. The value obtained for the HOMO energy is -9.1 eV.

Atoms and positions in Å:
C1 0.35 -0.49 1.01
C2 0.16 -0.88 -0.47
P1 0.29 0.35 -1.72
S1 1.71 -1.36 0.39
H1 0.49 0.61 1.40
H2 -0.32 -0.85 1.73
H3 -0.57 -1.70 -0.77
H4 0.97 1.51 -1.14
H5 -0.88 1.04 -1.33